# 1
A structure of composition C29H31BrN6O4Rb. Source: the Open Molecules 2025 dataset; level of theory: ωB97M-V with the def2-TZVPD basis set.

Properties
* orbital gap: 6.6 eV
* HOMO level: -4.4 eV
* energy above the lowest of the compared OMol25 structures with the same formula, charge and spin: 0.0000 eV
* energy: -118407.2001 eV
* LUMO energy: 2.2 eV
* total charge: -1

Element x y z (Å)
1 Rb 0.06033 1.11573 -0.00236
2 C -2.77359 0.12479 3.06227
3 C -1.77478 -0.88690 2.47910
4 N -1.82812 -1.05417 1.03076
5 C -3.12899 -1.16535 0.39254
6 C -3.28249 -0.21527 -0.80483
7 N -2.83049 1.13992 -0.55329
8 C -3.72552 2.05560 0.11990
9 C -4.03576 1.69535 1.57857
10 N -2.90363 1.41268 2.42932
11 H -3.76958 -0.32515 3.10464
12 H -2.47175 0.24329 4.11177
13 H -0.76390 -0.55718 2.73546
14 H -1.94406 -1.82793 3.03033
15 H -1.21231 -1.80177 0.74473
16 H -3.31619 -2.18329 0.02647
17 H -3.91041 -0.97266 1.12487
18 H -2.67408 -0.59392 -1.62907
19 H -4.33734 -0.25402 -1.13162
20 H -2.47555 1.53437 -1.41493
21 H -3.24743 3.03872 0.10637
22 H -4.69908 2.16285 -0.39252
23 H -4.62199 2.53838 1.97314
24 H -4.71279 0.83693 1.60247
25 H -2.03078 1.86996 2.18997
26 C 2.58030 0.14101 2.25729
27 O 2.44775 -0.12886 0.86592
28 C 3.58573 -0.22832 0.12329
29 C 4.85414 -0.25868 0.68962
30 C 5.98112 -0.36830 -0.11674
31 C 5.84321 -0.44492 -1.49110
32 C 4.57500 -0.41948 -2.05424
33 C 3.43090 -0.32416 -1.27022
34 N 2.12257 -0.26028 -1.83788
35 N 2.08573 -0.90655 -2.92126
36 C 0.99068 -0.93594 -3.73695
37 C -0.19746 -0.14081 -3.59738
38 O -0.44731 0.64696 -2.65483
39 C -1.18660 -0.27558 -4.66637
40 C -1.03500 -1.10912 -5.71024
41 C 0.13450 -1.92649 -5.85092
42 C 0.28212 -2.80133 -6.94045
43 C 1.40059 -3.58469 -7.07823
44 C 2.40596 -3.50129 -6.10307
45 C 2.28097 -2.65480 -5.02838
46 C 1.14157 -1.83294 -4.86647
47 H 3.01357 -0.71281 2.78400
48 H 1.58076 0.33895 2.63803
49 H 3.19471 1.02933 2.42293
50 H 4.97103 -0.20160 1.76184
51 H 6.96252 -0.38441 0.34046
52 H 6.71729 -0.51269 -2.12638
53 H 4.44266 -0.46360 -3.12663
54 H -2.06983 0.34401 -4.55939
55 H -1.80403 -1.17953 -6.47373
56 H -0.51447 -2.84434 -7.67618
57 H 1.50655 -4.25709 -7.92019
58 H 3.29438 -4.11558 -6.19299
59 H 3.05946 -2.60917 -4.28088
60 Br 0.67244 -1.14108 5.45166
61 C 0.03589 0.67223 5.53150
62 C -0.45859 1.12531 6.74093
63 C -0.89308 2.44245 6.76891
64 C -0.80218 3.20992 5.62211
65 C -0.30592 2.63778 4.45507
66 N 0.10740 1.36360 4.42287
67 C -0.23660 3.49288 3.16761
68 O -0.27729 4.71252 3.35896
69 O -0.17097 2.84955 2.09143
70 H -0.49679 0.47873 7.60472
71 H -1.29336 2.86160 7.68412
72 H -1.10177 4.24670 5.58383

natural (NBO) charges in e: atom 1 (Rb): 0.929, atom 2 (C): -0.208, atom 3 (C): -0.230, atom 4 (N): -0.660, atom 5 (C): -0.230, atom 6 (C): -0.228, atom 7 (N): -0.653, atom 8 (C): -0.224, atom 9 (C): -0.204, atom 10 (N): -0.681, atom 11 (H): 0.176, atom 12 (H): 0.188, atom 13 (H): 0.203, atom 14 (H): 0.158, atom 15 (H): 0.367, atom 16 (H): 0.179, atom 17 (H): 0.182, atom 18 (H): 0.215, atom 19 (H): 0.154, atom 20 (H): 0.387, atom 21 (H): 0.201, atom 22 (H): 0.151, atom 23 (H): 0.173, atom 24 (H): 0.170, atom 25 (H): 0.412, atom 26 (C): -0.269, atom 27 (O): -0.516, atom 28 (C): 0.269, atom 29 (C): -0.297, atom 30 (C): -0.215, atom 31 (C): -0.248, atom 32 (C): -0.224, atom 33 (C): 0.144, atom 34 (N): -0.289, atom 35 (N): -0.198, atom 36 (C): -0.035, atom 37 (C): 0.420, atom 38 (O): -0.735, atom 39 (C): -0.266, atom 40 (C): -0.168, atom 41 (C): -0.116, atom 42 (C): -0.173, atom 43 (C): -0.267, atom 44 (C): -0.213, atom 45 (C): -0.218, atom 46 (C): -0.004, atom 47 (H): 0.173, atom 48 (H): 0.233, atom 49 (H): 0.181, atom 50 (H): 0.215, atom 51 (H): 0.203, atom 52 (H): 0.204, atom 53 (H): 0.226, atom 54 (H): 0.205, atom 55 (H): 0.196, atom 56 (H): 0.195, atom 57 (H): 0.199, atom 58 (H): 0.199, atom 59 (H): 0.229, atom 60 (Br): -0.007, atom 61 (C): 0.170, atom 62 (C): -0.305, atom 63 (C): -0.168, atom 64 (C): -0.228, atom 65 (C): 0.129, atom 66 (N): -0.458, atom 67 (C): 0.743, atom 68 (O): -0.710, atom 69 (O): -0.815, atom 70 (H): 0.225, atom 71 (H): 0.210, atom 72 (H): 0.249


# 2
A structure of composition C5H7N. Source: the Open Molecules 2025 dataset; level of theory: ωB97M-V with the def2-TZVPD basis set.

Properties
* orbital gap: 8.7 eV
* HOMO level: -8.0 eV
* energy above the lowest of the compared OMol25 structures with the same formula, charge and spin: 4.6652 eV
* energy: -6783.8474 eV
* LUMO energy: 0.8 eV

Element x y z (Å)
1 C -1.07585 0.74462 0.06760
2 C -1.13414 -0.77822 0.09097
3 C 0.17094 0.84469 -0.78586
4 N 0.92875 -0.35500 -0.69099
5 C 1.59670 0.19571 0.41319
6 C 0.06862 -1.31081 -0.14383
7 H -0.91058 1.18982 1.07409
8 H -1.97763 1.23730 -0.31894
9 H -2.03784 -1.34867 0.18440
10 H 0.20556 1.46784 -1.68396
11 H 1.04931 0.50966 1.29505
12 H 2.64853 -0.08098 0.57684
13 H 0.47481 -2.30993 -0.08255

natural (NBO) charges in e: atom 1 (C): -0.509, atom 2 (C): -0.261, atom 3 (C): 0.035, atom 4 (N): -0.483, atom 5 (C): -0.230, atom 6 (C): -0.011, atom 7 (H): 0.212, atom 8 (H): 0.228, atom 9 (H): 0.219, atom 10 (H): 0.220, atom 11 (H): 0.166, atom 12 (H): 0.197, atom 13 (H): 0.217


# 3
An isolated molecule of C8H8OS. Source: the Open Molecules 2025 dataset; level of theory: ωB97M-V with the def2-TZVPD basis set.

Properties
* SMILES: SC1C=CC(=C2CO2)C=C1
* orbital gap (spin up / spin down): 7.8 / 7.8 eV
* HOMO level (spin up / spin down): -7.4 / -7.4 eV
* energy above the lowest of the compared OMol25 structures with the same formula, charge and spin: 2.3663 eV
* energy: -21304.2432 eV
* LUMO energy (spin up / spin down): 0.4 / 0.4 eV

Element x y z (Å)
1 S 3.23036 0.05947 -0.03123
2 C 1.79176 1.41095 0.16905
3 C 1.05350 1.06229 -1.13016
4 C -0.05092 0.20620 -1.10158
5 C -0.64136 -0.10163 0.12716
6 C -1.73427 -0.98149 0.18463
7 C -2.77748 -1.83587 -0.35471
8 O -2.60528 -1.55745 1.03502
9 C -0.10127 0.31349 1.37326
10 C 1.06493 0.99432 1.36090
11 H 2.39445 -0.63215 -0.87573
12 H 2.34009 2.30958 0.20947
13 H 1.41141 1.47410 -2.01335
14 H -0.47669 0.03859 -2.15225
15 H -3.62268 -1.36464 -0.71985
16 H -2.33520 -2.76636 -0.63749
17 H -0.47858 0.01912 2.29102
18 H 1.53726 1.35148 2.26582

natural (NBO) charges in e: atom 1 (S): -0.135, atom 2 (C): -0.302, atom 3 (C): -0.189, atom 4 (C): -0.230, atom 5 (C): -0.198, atom 6 (C): 0.363, atom 7 (C): -0.142, atom 8 (O): -0.443, atom 9 (C): -0.192, atom 10 (C): -0.193, atom 11 (H): 0.148, atom 12 (H): 0.234, atom 13 (H): 0.211, atom 14 (H): 0.233, atom 15 (H): 0.201, atom 16 (H): 0.201, atom 17 (H): 0.223, atom 18 (H): 0.209


# 4
An isolated molecule of C5H8S. Source: the Open Molecules 2025 dataset; level of theory: ωB97M-V with the def2-TZVPD basis set.

Properties
* SMILES: CC1=CCSC1
* orbital gap: 9.4 eV
* HOMO level: -8.5 eV
* energy above the lowest of the compared OMol25 structures with the same formula, charge and spin: 1.5937 eV
* energy: -16148.0437 eV
* LUMO energy: 0.9 eV

Element x y z (Å)
1 C 0.07346 2.08396 -1.49371
2 C 0.19217 1.04594 -0.47518
3 C 0.87354 0.75771 0.59915
4 C 0.39252 -0.41450 1.48864
5 S -0.30779 -1.64248 0.44633
6 C -0.72200 -0.30278 -0.84340
7 H 0.63246 3.11223 -1.31390
8 H -0.89269 2.37778 -1.60934
9 H 0.38045 1.73146 -2.46433
10 H 1.28937 1.62826 1.22986
11 H -0.22992 0.08356 2.29662
12 H 1.21058 -0.87376 1.98254
13 H -1.83241 -0.16777 -0.96888
14 H -0.49131 -0.63402 -1.94693

natural (NBO) charges in e: atom 1 (C): -0.641, atom 2 (C): 0.028, atom 3 (C): -0.205, atom 4 (C): -0.577, atom 5 (S): 0.204, atom 6 (C): -0.552, atom 7 (H): 0.218, atom 8 (H): 0.223, atom 9 (H): 0.228, atom 10 (H): 0.207, atom 11 (H): 0.212, atom 12 (H): 0.224, atom 13 (H): 0.215, atom 14 (H): 0.216


- The lowest energy belongs to which entry?
  C29H31BrN6O4Rb


- The lowest energy above the lowest of the compared OMol25 structures with the same formula, charge and spin belongs to which entry?
  C29H31BrN6O4Rb